[1]
# C30H72ClIO24P7

4 unconnected molecules or ions with the total composition C30H72ClIO24P7 at a distorted geometry (ωB97M-V/def2-TZVPD, the Open Molecules 2025 dataset).

Results
HOMO level = -4.0 eV
E_tot = -6139.47363 Ha
frontier orbital gap = 3.5 eV

```
! wB97M-V def2-TZVPD RIJCOSX def2/J DEFGRID3
* xyz -1 1
C -3.062 -3.272 3.107
C -3.270 -1.755 2.878
C -1.981 -1.002 3.316
O -1.560 -0.030 2.387
C -0.986 -0.633 1.235
P -0.419 0.695 -0.021
Cl -1.895 -0.325 -1.392
C 0.781 1.589 1.125
C 2.084 0.913 1.589
C 1.941 -0.075 2.793
C 2.773 -1.379 2.563
C 1.932 -2.689 2.648
C 2.034 -3.509 1.334
C 2.038 -5.036 1.555
C 1.679 -5.744 0.240
O 2.504 -5.224 -0.779
C 2.178 -5.735 -2.050
C 0.932 -0.474 -0.875
I 0.072 -1.933 -2.288
C 1.977 0.308 -1.701
C 3.296 -0.560 -1.771
O -0.197 1.722 -1.414
C -1.103 2.777 -1.587
C -0.137 4.003 -1.764
C 0.619 3.960 -3.108
O 0.682 4.884 -3.871
P -2.031 2.581 -3.175
O -2.343 3.896 -3.772
O -1.094 1.773 -4.260
O -3.413 1.760 -3.071
C -1.886 2.918 -0.210
P -1.273 4.356 0.909
C -2.191 5.908 0.424
O -1.683 3.975 2.483
P -3.759 2.996 -0.166
O -4.406 1.684 -0.274
O -4.337 3.954 -1.366
O -4.299 3.653 1.238
O -1.645 1.810 0.593
H -3.890 -3.870 2.701
H -2.957 -3.530 4.169
H -2.160 -3.587 2.566
H -3.492 -1.579 1.821
H -4.115 -1.421 3.492
H -1.159 -1.719 3.490
H -2.201 -0.477 4.256
H -0.094 -1.238 1.484
H -1.713 -1.304 0.773
H 0.218 1.888 2.018
H 1.053 2.539 0.642
H 2.696 0.435 0.821
H 2.727 1.721 1.980
H 2.389 0.391 3.684
H 0.902 -0.283 3.063
H 3.310 -1.362 1.610
H 3.546 -1.442 3.342
H 2.398 -3.330 3.415
H 0.896 -2.539 2.964
H 2.948 -3.259 0.789
H 1.192 -3.289 0.657
H 1.419 -5.378 2.392
H 3.067 -5.364 1.781
H 0.601 -5.634 0.023
H 1.866 -6.834 0.307
H 1.106 -5.925 -2.187
H 2.774 -6.639 -2.272
H 2.480 -4.987 -2.794
H 1.462 -1.066 -0.123
H 2.290 1.239 -1.213
H 1.683 0.461 -2.740
H 3.083 -1.600 -1.502
H 4.082 -0.158 -1.114
H 3.687 -0.528 -2.797
H -0.662 4.965 -1.761
H 0.651 3.966 -1.006
H 1.098 2.984 -3.344
H -1.634 1.554 -5.028
H -3.274 0.841 -3.344
H -2.357 6.560 1.288
H -3.113 5.742 -0.149
H -1.503 6.436 -0.249
H -0.838 4.042 2.938
H -5.275 4.098 -1.187
H -4.403 4.610 1.153
C -1.920 2.893 -7.467
O -1.558 1.661 -8.134
P -2.772 0.889 -8.993
O -2.173 -0.468 -9.059
O -2.500 1.796 -10.326
C -1.187 1.841 -10.869
O -4.302 0.531 -9.524
C -5.185 1.602 -9.905
H -1.024 3.333 -7.036
H -2.359 3.598 -8.179
H -2.632 2.686 -6.666
H -0.622 0.939 -10.634
H -0.656 2.716 -10.491
H -1.278 1.931 -11.951
H -4.962 1.917 -10.924
H -5.101 2.453 -9.231
H -6.206 1.225 -9.872
C -5.824 -5.937 8.754
O -4.398 -5.918 8.949
P -3.544 -4.688 8.183
O -2.194 -5.306 8.219
O -3.804 -3.648 9.416
C -3.434 -4.033 10.733
O -3.245 -3.431 7.149
C -4.237 -2.384 7.072
H -6.242 -6.718 9.385
H -6.268 -4.977 9.036
H -6.063 -6.160 7.713
H -2.621 -4.759 10.727
H -4.296 -4.450 11.257
H -3.107 -3.138 11.261
H -4.097 -1.685 7.896
H -5.244 -2.797 7.104
H -4.104 -1.847 6.134
C 6.523 4.511 -1.073
O 6.198 3.350 -0.289
P 6.846 1.865 -0.797
O 5.864 1.054 -0.008
O 8.221 2.169 0.044
C 8.124 2.597 1.397
O 7.571 0.537 -1.513
C 8.836 0.686 -2.182
H 6.120 5.386 -0.566
H 7.608 4.625 -1.171
H 6.070 4.440 -2.064
H 7.206 2.245 1.866
H 8.171 3.686 1.450
H 8.979 2.187 1.934
H 9.644 0.663 -1.451
H 8.885 1.612 -2.753
H 8.958 -0.154 -2.864
*
```

=====

[2]
# C2H9N6

2 unconnected molecules or ions with the total composition C2H9N6 at a distorted geometry (ωB97M-V/def2-TZVPD, the Open Molecules 2025 dataset).

Results
HOMO level = -14.1 eV
E_tot = -409.76641 Ha
frontier orbital gap = 10.7 eV
relative energy (zero: lowest compared OMol25 entry of this formula, charge and spin) = 172.4 kJ/mol

```
! wB97M-V def2-TZVPD RIJCOSX def2/J DEFGRID3
* xyz 1 1
C -0.968 1.378 -0.043
C -2.167 0.684 -0.375
N 0.011 1.944 0.044
N -1.850 -0.704 0.119
N 1.405 -0.651 -0.019
N 1.073 -1.887 -0.158
N 2.699 1.146 0.197
N 2.609 -0.281 -0.195
H -2.965 1.236 0.162
H -2.206 0.561 -1.395
H 1.685 1.709 -0.150
H -2.555 -1.289 0.510
H 0.088 -1.964 0.069
H 1.850 -2.525 -0.250
H 3.522 1.661 -0.141
H 2.575 1.282 1.293
H -1.146 -0.629 0.829
*
```

=====

[3]
# C4H6O2

A single C4H6O2 molecule at a distorted geometry (ωB97M-V/def2-TZVPD, the Open Molecules 2025 dataset).

Results
HOMO level = -7.4 eV
E_tot = -306.23744 Ha
frontier orbital gap = 7.1 eV
relative energy (zero: lowest compared OMol25 entry of this formula, charge and spin) = 705.9 kJ/mol

```
! wB97M-V def2-TZVPD RIJCOSX def2/J DEFGRID3
* xyz 0 1
C -1.417 -0.037 -0.055
C 0.503 1.051 0.335
C 1.706 0.045 -0.018
C 0.585 -0.984 -0.365
H -2.404 0.284 0.595
H -1.735 -0.431 -1.124
H 0.217 0.886 1.506
H 2.180 -0.268 1.026
H 2.558 -0.006 -0.753
H 0.394 -1.122 -1.385
O -0.568 1.094 -0.390
O -0.616 -1.068 0.484
*
```

=====

[4]
# C5H8N2

A single C5H8N2 molecule at a distorted geometry (ωB97M-V/def2-TZVPD, the Open Molecules 2025 dataset).

Results
HOMO level = -8.4 eV
E_tot = -304.80166 Ha
frontier orbital gap = 9.2 eV
relative energy (zero: lowest compared OMol25 entry of this formula, charge and spin) = 88.8 kJ/mol

```
! wB97M-V def2-TZVPD RIJCOSX def2/J DEFGRID3
* xyz 0 1
C -2.259 -0.223 -0.425
N -0.986 -0.008 0.215
C -0.552 -0.421 1.433
N 0.746 -0.276 1.600
C 1.174 0.230 0.401
C 2.484 0.203 -0.303
C 0.112 0.486 -0.420
H -2.194 -0.966 -1.232
H -2.962 -0.581 0.324
H -2.604 0.722 -0.849
H -1.249 -0.819 2.153
H 2.772 -0.821 -0.552
H 2.113 0.556 -1.278
H 3.347 0.703 0.147
H 0.059 1.215 -1.214
*
```

=====

[5]
# CH6N2P

2 unconnected molecules or ions with the total composition CH6N2P at a distorted geometry (ωB97M-V/def2-TZVPD, the Open Molecules 2025 dataset).

Results
HOMO level (alpha / beta) = -14.0 / -14.0 eV
E_tot = -492.17201 Ha
frontier orbital gap (alpha / beta) = 5.7 / 5.8 eV
relative energy (zero: lowest compared OMol25 entry of this formula, charge and spin) = 333.1 kJ/mol

```
! wB97M-V def2-TZVPD RIJCOSX def2/J DEFGRID3
* xyz 1 1
C 0.372 -0.824 -0.200
N 0.394 -1.620 -1.258
N 0.767 0.395 -0.108
P -1.116 1.578 1.888
H 0.032 -1.210 0.704
H 0.344 -2.612 -1.013
H 0.709 -1.318 -2.114
H 1.231 0.651 -0.935
H -2.349 2.321 1.853
H -0.383 2.640 1.185
*
```

=====

[6]
# C3H5IS

2 unconnected molecules or ions with the total composition C3H5IS at a distorted geometry (ωB97M-V/def2-TZVPD, the Open Molecules 2025 dataset).

Results
HOMO level (alpha / beta) = -8.7 / -8.9 eV
E_tot = -813.06985 Ha
frontier orbital gap (alpha / beta) = 7.3 / 7.6 eV
relative energy (zero: lowest compared OMol25 entry of this formula, charge and spin) = 219.1 kJ/mol

```
! wB97M-V def2-TZVPD RIJCOSX def2/J DEFGRID3
* xyz 0 1
C 0.413 0.484 0.785
C 0.638 0.145 -0.467
C -0.352 0.458 -1.508
S -1.980 -1.565 -1.201
I 0.335 0.227 -3.590
H 1.184 0.518 1.480
H -0.525 0.967 1.052
H 1.601 -0.264 -0.870
H -1.050 1.222 -1.425
H -0.958 -2.172 -1.774
*
```

=====

[7]
# C34H44IrN5O4PSi

A molecular structure, C34H44IrN5O4PSi at a distorted geometry (ωB97M-V/def2-TZVPD, the Open Molecules 2025 dataset).

Results
HOMO level (alpha / beta) = -10.6 / -13.3 eV
E_tot = -2631.21072 Ha
expectation value of S² = 8.779
frontier orbital gap (alpha / beta) = 5.4 / 4.1 eV

```
! wB97M-V def2-TZVPD RIJCOSX def2/J DEFGRID3
* xyz 2 6
Ir 0.133 0.047 0.394
N 1.012 -1.541 1.456
C 1.513 -1.116 2.756
C 1.743 0.476 2.665
N 1.919 0.909 1.243
C 2.278 2.325 0.729
C 1.866 3.415 1.708
N 0.472 3.670 1.546
H 0.308 -2.243 1.443
H 1.791 -1.972 0.904
H 2.485 -1.585 2.960
H 0.896 -1.348 3.609
H 2.549 0.824 3.313
H 0.801 0.949 3.059
H 2.549 0.342 0.669
H 1.818 2.449 -0.251
H 3.372 2.390 0.620
H 2.589 4.275 1.555
H 2.061 3.011 2.686
H 0.125 3.282 0.697
H 0.222 4.669 1.533
O -0.079 1.653 -0.799
C 0.010 1.761 -2.154
C 0.234 3.055 -2.648
C 0.210 3.328 -4.019
C 0.011 2.281 -4.919
C -0.270 1.026 -4.422
C -0.235 0.701 -3.056
C -0.065 -0.646 -2.610
N 0.200 -1.158 -1.363
C 0.379 -2.513 -1.499
C 0.144 -2.873 -2.779
N -0.124 -1.715 -3.474
H 0.483 3.851 -1.945
H 0.383 4.346 -4.394
H -0.003 2.380 -5.992
H -0.528 0.203 -5.070
H 0.575 -3.199 -0.703
H 0.161 -3.860 -3.252
H -0.377 -1.687 -4.443
C -2.183 -3.803 3.499
C -1.972 -3.839 2.116
C -2.092 -2.637 1.389
C -2.331 -1.425 1.997
C -2.714 -1.450 3.350
C -2.590 -2.632 4.091
Si -2.109 0.160 1.068
C -2.315 1.729 2.089
C -2.775 2.930 1.471
C -3.419 3.858 2.223
C -3.537 3.745 3.573
C -2.863 2.688 4.223
C -2.236 1.667 3.489
C -3.338 0.165 -0.306
C -3.211 1.092 -1.375
C -4.067 1.056 -2.452
C -5.072 0.106 -2.495
C -5.265 -0.787 -1.431
C -4.470 -0.671 -0.310
H -2.035 -4.709 4.074
H -1.681 -4.784 1.659
H -2.037 -2.732 0.330
H -3.080 -0.555 3.839
H -2.770 -2.632 5.157
H -2.522 3.077 0.414
H -3.873 4.723 1.732
H -3.997 4.590 4.180
H -2.807 2.621 5.289
H -1.543 0.977 3.995
H -2.347 1.726 -1.401
H -3.999 1.794 -3.234
H -5.634 0.001 -3.456
H -6.019 -1.569 -1.491
H -4.818 -1.204 0.554
C 6.277 -1.947 0.164
O 5.202 -1.043 0.257
P 3.902 -1.392 -0.734
O 3.710 -2.972 -0.407
C 3.582 -3.924 -1.473
O 4.490 -1.446 -2.307
C 4.193 -0.531 -3.358
H 6.960 -1.845 1.011
H 6.811 -1.840 -0.789
H 5.882 -2.996 0.143
H 4.471 -4.607 -1.449
H 3.529 -3.478 -2.450
H 2.702 -4.499 -1.335
H 3.247 0.001 -3.166
H 4.131 -1.089 -4.315
H 5.023 0.174 -3.402
*
```

=====

[8]
# C30H55Br2NO8P2

4 unconnected molecules or ions with the total composition C30H55Br2NO8P2 at a distorted geometry (ωB97M-V/def2-TZVPD, the Open Molecules 2025 dataset).

Results
HOMO level = -8.1 eV
E_tot = -7662.93232 Ha
frontier orbital gap = 6.4 eV

```
! wB97M-V def2-TZVPD RIJCOSX def2/J DEFGRID3
* xyz 0 1
C -4.406 -8.258 0.649
C -3.331 -7.212 -0.084
O -4.026 -6.783 -1.342
C -3.418 -5.454 -1.621
O -4.038 -4.276 -1.407
C -1.869 -5.465 -2.185
C -0.908 -4.471 -1.303
C -0.366 -5.169 0.146
C 1.050 -4.371 0.457
C 1.074 -2.868 0.671
P -0.479 -1.964 1.353
C -0.665 -2.564 3.191
C -0.228 -0.077 1.479
C -1.680 0.575 1.895
C 2.474 -2.096 0.227
O 2.782 -0.855 0.642
C 3.497 -2.964 -0.764
C 4.209 -2.415 -2.134
Br 3.430 -3.225 -3.864
C 5.305 -1.453 -2.280
C 5.845 -1.065 -3.807
Br 6.102 -0.623 -0.645
C 3.759 -4.382 -0.289
P 5.350 -5.348 -0.709
N 4.919 -6.450 -2.060
O 6.642 -4.304 -1.254
C 2.549 -5.117 0.575
O 2.724 -6.262 1.289
H -5.464 -7.723 0.536
H -4.511 -9.267 0.027
H -4.148 -8.447 1.783
H -3.134 -6.255 0.573
H -2.307 -7.729 -0.317
H -1.432 -6.566 -2.320
H -1.928 -5.024 -3.292
H -1.421 -3.415 -1.095
H 0.032 -4.221 -1.995
H -1.121 -4.953 0.988
H -0.224 -6.330 -0.031
H -0.022 -1.945 3.959
H -0.526 -3.731 3.327
H -1.804 -2.353 3.482
H 0.016 0.311 0.387
H 0.632 0.280 2.191
H -1.557 1.636 2.383
H -2.325 0.642 0.919
H -2.202 -0.206 2.618
H 5.061 -0.419 -4.408
H 6.824 -0.427 -3.735
H 6.088 -2.025 -4.438
H 4.087 -6.981 -1.662
H 5.695 -7.178 -2.030
H 7.132 -4.754 -2.013
C -3.830 5.595 3.735
C -3.801 4.301 2.936
O -3.869 3.132 3.748
C -5.033 2.990 4.560
C -6.325 2.946 3.762
H -3.004 5.618 4.456
H -3.739 6.458 3.067
H -4.758 5.705 4.298
H -2.854 4.249 2.389
H -4.594 4.285 2.182
H -5.063 3.780 5.317
H -4.923 2.045 5.105
H -6.492 3.868 3.201
H -7.180 2.799 4.429
H -6.300 2.124 3.038
C 2.765 0.559 -7.747
C 4.259 0.833 -7.675
O 5.054 -0.350 -7.678
C 4.931 -1.195 -8.820
C 5.308 -0.509 -10.122
H 2.452 -0.078 -6.911
H 2.202 1.497 -7.707
H 2.489 0.045 -8.670
H 4.474 1.354 -6.737
H 4.576 1.504 -8.479
H 3.920 -1.613 -8.871
H 5.607 -2.042 -8.659
H 4.659 0.343 -10.339
H 5.231 -1.211 -10.958
H 6.335 -0.133 -10.073
C -0.874 8.746 4.796
C -1.901 9.866 4.771
O -3.118 9.534 5.434
C -3.019 9.210 6.819
C -2.449 10.337 7.664
H -1.286 7.837 4.340
H 0.025 9.040 4.244
H -0.572 8.491 5.813
H -2.160 10.082 3.730
H -1.486 10.790 5.183
H -2.443 8.288 6.951
H -4.036 8.990 7.165
H -1.430 10.596 7.368
H -2.430 10.050 8.719
H -3.059 11.241 7.558
*
```